No. 1
Here is a molecular structure, C2H3LiO2Ru from OMol25. Energies are from wB97M-V/def2-TZVPD.

Computed properties:
- largest force on an atom (eV/A) = 4.254
- total charge = +1
- Kohn-Sham gap (alpha / beta) (eV) = 7.3 / 6.8
- HOMO (alpha / beta) (eV) = -12.56 / -12.66
- <S²> = 8.77
- relative energy (zero: lowest compared OMol25 entry of this formula, charge and spin) (kJ/mol) = 235.94
- lowest unoccupied orbital energy (alpha / beta) (eV) = -5.24 / -5.86
- 2S+1 = 6
- M (Da) = 167.05

The geometry in XYZ format:
```
9
Properties=species:S:1:pos:R:3:mulliken_spin:R:1
H 1.397 -0.126 -0.753 -0.04
O -0.629 0.469 -0.965 0.13
C 0.406 -0.064 -0.266 0.24
C 0.148 -0.688 0.907 0.07
O -1.094 -0.725 1.423 0.40
Li -1.746 0.709 -2.331 0.05
Ru -2.155 0.360 0.265 3.17
H 2.747 1.346 0.316 0.96
H 0.927 -1.280 1.405 0.01
```



No. 2
Here is 2 unconnected molecules or ions with the total composition C3H4FNS from OMol25. Energies are from wB97M-V/def2-TZVPD.

Computed properties:
- structure (SMILES) = C=[NH+][S-].C#CF
- largest force on an atom (eV/A) = 2.204
- Kohn-Sham gap (eV) = 8.0
- HOMO (eV) = -8.17
- relative energy (zero: lowest compared OMol25 entry of this formula, charge and spin) (kJ/mol) = 425.49
- lowest unoccupied orbital energy (eV) = -0.19
- M (Da) = 105.14

The geometry in XYZ format:
```
10
Properties=species:S:1:pos:R:3:lowdin_charge:R:1
C 0.673 -1.623 -0.236 -0.03
N -0.445 -1.023 -0.503 -0.59
S -1.948 -1.225 0.132 0.51
H 1.451 -1.726 -0.927 0.07
H 0.745 -2.233 0.617 0.06
H -0.438 -0.336 -1.193 0.04
C 0.571 2.287 0.756 0.10
C -0.465 1.942 0.301 -0.30
F -1.581 1.846 -0.270 0.11
H 1.436 2.090 1.325 0.03
```



No. 3
Here is a molecular structure, C19H42LuNO2P3Se from OMol25. Energies are from wB97M-V/def2-TZVPD.

Computed properties:
- largest force on an atom (eV/A) = 5.464
- total charge = +3
- Kohn-Sham gap (eV) = 4.6
- HOMO (eV) = -14.96
- relative energy (zero: lowest compared OMol25 entry of this formula, charge and spin) (kJ/mol) = 0.00
- lowest unoccupied orbital energy (eV) = -10.32
- M (Da) = 663.40

The geometry in XYZ format:
```
69
Properties=species:S:1:pos:R:3:lowdin_charge:R:1
Lu 0.177 2.117 -0.930 1.54
P -0.880 0.975 2.739 0.89
P 0.959 -3.001 -0.050 0.69
P -1.508 -0.735 -0.611 0.73
H -0.378 4.656 -2.186 0.08
C -0.951 4.784 -1.254 0.08
C -1.017 3.925 -0.171 -0.20
H -0.147 3.524 0.501 0.07
C 0.389 2.122 3.282 -0.19
C -0.418 -0.689 3.238 -0.18
C -2.400 1.523 3.466 -0.18
C 1.563 -4.313 -1.237 -0.25
C 2.489 -2.746 0.899 -0.33
C 0.053 -4.057 1.171 -0.28
C -2.933 0.287 -1.240 -0.29
C -2.518 -1.639 0.649 -0.28
C -1.551 -2.114 -1.873 -0.27
H -1.438 5.760 -1.150 0.12
H -1.810 4.251 0.530 0.10
H 1.006 2.447 2.437 0.03
H 1.033 1.595 3.993 0.07
H -0.024 3.018 3.758 0.08
H 0.661 -0.842 3.096 0.05
H -0.934 -1.474 2.659 0.03
H -0.632 -0.892 4.292 0.09
H -2.362 2.624 3.449 0.07
H -2.503 1.179 4.503 0.09
H -3.245 1.165 2.872 0.07
H 1.708 -5.268 -0.706 0.06
H 2.511 -4.005 -1.700 0.05
H 0.822 -4.446 -2.038 0.04
H 2.921 -3.710 1.158 0.06
H 2.286 -2.205 1.829 0.01
H 3.210 -2.188 0.291 0.02
H 0.683 -4.908 1.476 0.06
H -0.879 -4.433 0.726 0.05
H -0.205 -3.470 2.067 0.02
H -3.770 -0.408 -1.390 0.05
H -2.667 0.766 -2.189 0.01
H -3.207 1.034 -0.482 0.03
H -3.446 -1.939 0.149 0.06
H -2.765 -0.986 1.498 0.02
H -1.993 -2.540 0.985 0.01
H -2.582 -2.218 -2.247 0.07
H -1.226 -3.082 -1.448 0.02
H -0.882 -1.838 -2.697 0.00
C 0.904 0.393 -3.270 -0.63
C 0.541 1.816 -3.206 -0.35
C -0.815 2.115 -3.506 -0.17
C -1.449 1.291 -4.459 -0.06
C -0.849 0.082 -4.872 -0.02
C 0.289 -0.437 -4.226 -0.13
Se 1.635 -0.531 -1.768 0.69
H -0.987 0.986 1.289 -0.03
H 1.298 2.619 -3.214 0.14
H -1.247 3.083 -3.152 0.09
H -2.412 1.577 -4.915 0.14
H -1.338 -0.549 -5.614 0.13
H 0.563 -1.501 -4.303 0.12
N 3.596 0.347 2.035 0.21
C 3.742 1.558 1.148 -0.01
C 2.414 1.789 0.556 -0.67
O 2.208 2.770 -0.269 -0.12
O 1.418 1.074 0.899 -0.26
H 2.780 0.465 2.678 0.15
H 4.464 0.161 2.560 0.20
H 3.391 -0.456 1.391 0.13
H 4.170 2.418 1.706 0.18
H 4.487 1.324 0.395 0.16
```



No. 4
Here is a single C3H6N6O3 molecule from OMol25. Energies are from wB97M-V/def2-TZVPD.

Computed properties:
- structure (SMILES) = O=NN1CN(N=O)CN(N=O)C1
- largest force on an atom (eV/A) = 1.608
- Kohn-Sham gap (eV) = 9.7
- HOMO (eV) = -9.85
- relative energy (zero: lowest compared OMol25 entry of this formula, charge and spin) (kJ/mol) = 445.23
- lowest unoccupied orbital energy (eV) = -0.11
- M (Da) = 174.12

The geometry in XYZ format:
```
18
Properties=species:S:1:pos:R:3:lowdin_charge:R:1
O -0.908 -0.681 -2.839 -0.02
N -0.191 -1.214 -2.052 -0.03
N -0.399 -0.832 -0.781 -0.10
C 0.430 -1.388 0.278 -0.14
N 1.130 -0.357 0.955 -0.12
N 2.382 0.085 0.472 0.01
O 2.959 -0.752 -0.167 -0.01
C 0.273 0.673 1.458 -0.14
N -0.638 1.167 0.418 -0.12
N -0.281 2.369 -0.160 -0.03
O -0.847 2.587 -1.184 -0.01
C -1.350 0.167 -0.350 -0.12
H -0.204 -1.919 1.009 0.14
H 1.160 -2.057 -0.203 0.13
H -0.413 0.207 2.221 0.14
H 0.859 1.545 1.836 0.14
H -1.850 0.623 -1.244 0.13
H -2.112 -0.223 0.332 0.14
```